# 1
C23H35CoN10S | the ωB97M-V functional and the def2-TZVPD basis

Results
HOMO energy (alpha / beta) = -9.532 / -9.509 eV
expectation value of S² = 0.9675
relative energy (zero: lowest compared OMol25 entry of this formula, charge and spin) = 0.0 kcal per mole
energy = -3225.7476 Eh
multiplicity = 2
strongest force on any atom = 0.55 eV Å⁻¹
charge = +1

Cartesian coordinates (Å):
Co1 0.346 0.959 0.309
N1 1.240 -0.474 1.887
C1 2.325 -1.231 1.250
C2 3.312 -0.264 0.622
N2 2.650 0.725 -0.244
C3 2.648 0.317 -1.648
C4 1.781 1.246 -2.503
N3 0.598 1.724 -1.760
C5 3.204 2.069 -0.041
C6 2.592 2.692 1.197
N4 1.129 2.658 1.056
H1 1.573 0.013 2.714
H2 0.516 -1.106 2.214
H3 1.883 -1.865 0.482
H4 2.857 -1.886 1.946
H5 4.075 -0.815 0.062
H6 3.838 0.267 1.419
H7 2.245 -0.697 -1.686
H8 3.664 0.282 -2.064
H9 1.467 0.691 -3.386
H10 2.362 2.094 -2.869
H11 -0.245 1.635 -2.314
H12 0.627 2.725 -1.583
H13 2.959 2.690 -0.903
H14 4.298 2.051 0.032
H15 2.965 3.707 1.349
H16 2.855 2.115 2.084
H17 0.785 3.393 0.437
H18 0.675 2.836 1.948
S1 -1.517 1.423 1.563
C7 -2.156 -0.189 1.452
N5 -3.187 -0.593 2.114
N6 -3.488 -1.910 2.086
C8 -2.578 -2.968 2.241
C9 -1.335 -2.780 2.851
C10 -0.474 -3.852 3.012
C11 -0.833 -5.124 2.580
C12 -2.083 -5.311 2.008
C13 -2.954 -4.243 1.836
N7 -1.622 -1.095 0.500
N8 -0.710 -0.658 -0.226
C14 -0.350 -1.634 -1.230
C15 -0.326 -1.279 -2.568
C16 0.025 -2.230 -3.515
C17 0.354 -3.519 -3.121
C18 0.294 -3.873 -1.780
C19 -0.072 -2.935 -0.827
H19 -4.442 -2.094 2.345
H20 -1.082 -1.806 3.254
H21 0.478 -3.698 3.506
H22 -0.159 -5.959 2.713
H23 -2.387 -6.297 1.681
H24 -3.918 -4.395 1.367
H25 -0.636 -0.292 -2.878
H26 0.027 -1.966 -4.564
H27 0.636 -4.254 -3.862
H28 0.520 -4.885 -1.473
H29 -0.156 -3.203 0.219
C20 -3.015 2.714 -1.260
C21 -2.269 3.974 -0.995
N9 -0.967 4.099 -0.859
C22 -0.732 5.445 -0.661
C23 -1.903 6.132 -0.668
N10 -2.874 5.182 -0.881
H30 -2.327 1.876 -1.186
H31 -3.471 2.727 -2.252
H32 -3.798 2.553 -0.519
H33 0.261 5.842 -0.524
H34 -2.133 7.174 -0.540
H35 -3.863 5.349 -0.947

# 2
C23H35Ir | the ωB97M-V functional and the def2-TZVPD basis

Results
HOMO energy = -16.652 eV
relative energy (zero: lowest compared OMol25 entry of this formula, charge and spin) = 0.0 kcal per mole
energy = -1001.1596 Eh
strongest force on any atom = 4.26 eV Å⁻¹
charge = +2

Cartesian coordinates (Å):
Ir1 -0.187 1.185 -0.637
C1 -0.247 -0.867 -1.202
C2 0.957 -0.663 -0.347
C3 0.480 -0.260 0.951
C4 -0.961 -0.212 0.831
C5 -1.419 -0.677 -0.441
C6 -2.838 -1.006 -0.839
C7 -3.891 -0.278 -0.009
C8 -3.051 -0.802 -2.337
C9 -2.936 -2.515 -0.502
C10 1.168 0.063 2.290
C11 1.823 -1.238 2.789
C12 0.115 0.480 3.323
C13 2.229 1.173 2.252
C14 2.290 -1.197 -0.884
C15 3.535 -0.425 -0.454
C16 2.387 -2.666 -0.436
C17 2.269 -1.183 -2.425
H1 -0.204 -1.325 -2.174
H2 -1.619 0.095 1.627
H3 -3.847 0.806 -0.098
H4 -3.825 -0.536 1.050
H5 -4.880 -0.586 -0.346
H6 -2.914 0.242 -2.631
H7 -4.069 -1.086 -2.599
H8 -2.379 -1.419 -2.935
H9 -2.775 -2.700 0.561
H10 -2.220 -3.105 -1.076
H11 -3.937 -2.868 -0.752
H12 1.123 -2.075 2.799
H13 2.160 -1.081 3.814
H14 2.692 -1.509 2.196
H15 -0.632 -0.295 3.501
H16 -0.394 1.408 3.047
H17 0.614 0.661 4.274
H18 3.024 1.002 1.542
H19 2.678 1.240 3.243
H20 1.785 2.143 2.042
H21 3.752 -0.534 0.604
H22 3.458 0.636 -0.703
H23 4.394 -0.825 -0.990
H24 2.411 -2.787 0.644
H25 3.304 -3.094 -0.841
H26 1.551 -3.250 -0.826
H27 2.047 -0.189 -2.820
H28 1.567 -1.902 -2.843
H29 3.255 -1.467 -2.788
C18 0.145 3.007 -1.881
C19 -1.230 2.688 -1.954
C20 -2.021 2.659 -0.768
C21 -1.452 2.896 0.477
C22 -0.106 3.222 0.552
C23 0.722 3.268 -0.614
H30 0.746 3.054 -2.779
H31 -1.654 2.495 -2.929
H32 -3.069 2.423 -0.874
H33 -2.050 2.827 1.376
H34 0.354 3.431 1.507
H35 1.772 3.515 -0.559

# 3
C23H35N2O2 | the ωB97M-V functional and the def2-TZVPD basis

Results
HOMO energy = -10.673 eV
relative energy (zero: lowest compared OMol25 entry of this formula, charge and spin) = 4.7 kcal per mole
energy = -1157.1888 Eh
strongest force on any atom = 0.80 eV Å⁻¹
charge = +1

Cartesian coordinates (Å):
C1 1.879 0.234 -2.458
C2 2.802 1.275 -1.851
N1 2.937 1.082 -0.385
C3 3.590 2.229 0.289
C4 2.488 3.242 0.659
N2 1.382 2.467 1.184
C5 0.036 2.760 0.731
C6 -0.781 1.469 0.835
O1 -0.085 0.469 0.115
C7 -2.201 1.631 0.281
O2 -2.732 0.330 0.229
C8 -4.071 0.148 -0.057
C9 -4.915 1.196 -0.391
C10 -6.252 0.959 -0.665
C11 -6.750 -0.327 -0.608
C12 -5.901 -1.370 -0.282
C13 -4.558 -1.166 -0.003
C14 -3.680 -2.353 0.322
C15 -3.027 -2.229 1.700
C16 -2.642 -2.577 -0.781
C17 3.553 -0.205 -0.059
C18 2.779 -1.179 0.543
C19 3.359 -2.400 0.851
C20 4.690 -2.632 0.560
C21 5.474 -1.651 -0.042
C22 6.912 -1.917 -0.348
C23 4.890 -0.429 -0.350
H1 2.292 -0.765 -2.350
H2 1.750 0.438 -3.516
H3 0.907 0.266 -1.975
H4 2.400 2.275 -2.024
H5 3.796 1.214 -2.299
H6 1.968 1.090 0.046
H7 4.065 1.858 1.200
H8 4.350 2.676 -0.350
H9 2.891 3.976 1.363
H10 2.162 3.782 -0.232
H11 1.415 2.378 2.191
H12 0.080 3.058 -0.320
H13 -0.461 3.558 1.297
H14 -0.850 1.162 1.890
H15 -0.718 -0.255 -0.010
H16 -2.784 2.281 0.944
H17 -2.167 2.076 -0.724
H18 -4.543 2.207 -0.447
H19 -6.895 1.787 -0.922
H20 -7.790 -0.520 -0.817
H21 -6.291 -2.377 -0.243
H22 -4.326 -3.237 0.347
H23 -2.344 -1.386 1.738
H24 -3.790 -2.088 2.462
H25 -2.474 -3.137 1.931
H26 -2.017 -1.697 -0.915
H27 -3.140 -2.783 -1.725
H28 -2.006 -3.424 -0.533
H29 1.740 -0.986 0.761
H30 2.766 -3.170 1.319
H31 5.134 -3.584 0.802
H32 7.443 -2.207 0.557
H33 7.397 -1.042 -0.772
H34 6.998 -2.740 -1.054
H35 5.487 0.343 -0.812

# 4
C23H35N3O2 | the ωB97M-V functional and the def2-TZVPD basis

Results
HOMO energy = -8.359 eV
relative energy (zero: lowest compared OMol25 entry of this formula, charge and spin) = 0.2 kcal per mole
energy = -1212.2249 Eh
strongest force on any atom = 0.57 eV Å⁻¹
charge = 0

Cartesian coordinates (Å):
C1 5.811 0.313 -0.386
C2 4.544 -0.217 0.274
C3 3.286 0.062 -0.575
C4 3.142 -0.918 -1.747
C5 2.769 -2.321 -1.279
C6 1.515 -2.249 -0.416
C7 1.713 -1.243 0.715
N1 2.024 0.063 0.158
C8 1.850 1.146 1.108
C9 1.834 2.519 0.419
C10 0.750 3.435 0.994
N2 -0.561 3.034 0.538
C11 -1.450 2.362 1.294
O1 -1.320 2.150 2.481
C12 -2.689 1.920 0.505
C13 -3.598 3.115 0.160
C14 -4.111 2.802 -1.245
C15 -3.109 1.807 -1.809
O2 -3.003 1.457 -2.963
N3 -2.331 1.379 -0.788
C16 -1.424 0.253 -0.922
C17 -2.018 -1.000 -0.330
C18 -1.952 -1.242 1.037
C19 -2.524 -2.379 1.577
C20 -3.178 -3.300 0.769
C21 -3.776 -4.546 1.349
C22 -3.250 -3.050 -0.596
C23 -2.681 -1.913 -1.139
H1 5.983 -0.170 -1.345
H2 6.675 0.123 0.248
H3 5.739 1.386 -0.552
H4 4.654 -1.286 0.454
H5 4.430 0.270 1.246
H6 3.403 1.067 -0.997
H7 4.069 -0.945 -2.320
H8 2.350 -0.548 -2.400
H9 3.587 -2.759 -0.704
H10 2.594 -2.964 -2.144
H11 0.670 -1.927 -1.026
H12 1.277 -3.227 0.005
H13 0.786 -1.164 1.287
H14 2.496 -1.601 1.403
H15 2.607 1.145 1.910
H16 0.884 0.985 1.592
H17 2.803 3.008 0.517
H18 1.632 2.377 -0.645
H19 0.741 3.390 2.084
H20 0.926 4.469 0.680
H21 -0.724 3.069 -0.458
H22 -3.223 1.174 1.109
H23 -3.014 4.037 0.154
H24 -4.399 3.227 0.887
H25 -5.084 2.309 -1.222
H26 -4.195 3.679 -1.884
H27 -1.265 0.124 -1.996
H28 -0.470 0.486 -0.440
H29 -1.459 -0.535 1.688
H30 -2.464 -2.551 2.642
H31 -4.688 -4.819 0.824
H32 -4.000 -4.415 2.405
H33 -3.073 -5.375 1.253
H34 -3.760 -3.753 -1.240
H35 -2.753 -1.727 -2.201

# 5
C23H35N3O5 | the ωB97M-V functional and the def2-TZVPD basis

Results
HOMO energy = -7.647 eV
relative energy (zero: lowest compared OMol25 entry of this formula, charge and spin) = 485.4 kcal per mole
energy = -1437.1137 Eh
strongest force on any atom = 16.97 eV Å⁻¹
charge = 0

Cartesian coordinates (Å):
C1 -0.456 3.156 -2.084
H1 0.244 3.859 -1.997
O1 -0.280 1.825 -1.407
C2 0.570 1.004 -2.147
C3 0.443 -0.176 -1.688
C4 1.448 -1.231 -2.099
C5 2.344 -0.939 -3.205
C6 2.128 0.070 -3.867
C7 1.408 1.137 -3.358
O2 1.433 2.493 -3.882
C8 2.808 2.915 -3.857
H2 2.542 3.933 -4.440
H3 2.971 3.361 -2.984
H4 3.494 2.498 -4.421
O3 2.848 0.380 -4.993
C9 3.807 -0.575 -5.505
H5 4.129 -0.031 -6.395
H6 3.094 -1.389 -5.807
H7 4.354 -1.114 -4.744
H8 2.884 -1.935 -3.478
C10 1.432 -2.726 -1.538
O4 2.453 -3.581 -1.881
N1 0.730 -3.033 -0.348
H9 0.290 -2.222 0.088
C11 0.594 -4.441 0.248
C12 -0.590 -4.421 1.177
C13 -0.515 -3.431 2.353
N2 0.468 -2.687 2.320
C14 0.344 -1.258 2.932
C15 -0.838 -0.481 2.227
O5 -1.265 -1.014 1.100
N3 -1.440 0.497 2.723
H10 -0.947 0.779 3.752
C16 -2.353 1.533 2.156
C17 -3.370 1.865 3.222
C18 -4.374 2.592 2.787
C19 -3.880 3.943 2.049
C20 -2.471 3.702 1.219
C21 -1.613 2.642 1.683
H11 -0.760 2.276 0.914
H12 -1.042 3.331 2.592
H13 -2.889 3.123 0.276
H14 -2.113 4.554 0.624
H15 -4.449 4.796 1.591
H16 -3.235 4.443 2.839
H17 -5.050 2.329 1.940
H18 -5.188 3.161 3.461
H19 -3.947 1.082 3.711
H20 -2.972 2.189 4.116
H21 -2.662 0.808 1.359
H22 1.074 -0.755 2.969
H23 -0.152 -1.514 4.006
C22 1.664 -3.077 2.366
C23 1.973 -4.077 1.341
H24 1.967 -5.024 1.930
H25 3.025 -4.135 0.867
H26 2.444 -2.179 1.850
H27 2.264 -3.343 3.227
H28 -1.437 -3.241 2.699
H29 -0.064 -4.106 3.523
H30 -0.783 -5.426 1.308
H31 -1.341 -4.035 0.586
H32 0.811 -5.012 -0.424
H33 0.120 -0.364 -0.787
H34 -0.780 3.100 -3.216
H35 -1.346 3.600 -1.582

# 6
C23H35N5O3S | the ωB97M-V functional and the def2-TZVPD basis

Results
HOMO energy = -7.666 eV
relative energy (zero: lowest compared OMol25 entry of this formula, charge and spin) = 0.0 kcal per mole
energy = -1795.1182 Eh
strongest force on any atom = 1.29 eV Å⁻¹
charge = 0

Cartesian coordinates (Å):
C1 -5.787 -1.986 -0.653
C2 -4.384 -1.918 -1.270
N1 -3.276 -1.887 -0.334
C3 -3.117 -3.077 0.488
C4 -2.919 -4.344 -0.336
C5 -3.206 -0.666 0.447
C6 -1.745 -0.244 0.680
N2 -1.064 0.069 -0.559
C7 -0.357 -1.033 -1.189
C8 1.061 -1.153 -0.688
C9 2.099 -0.581 -1.343
C10 3.441 -0.665 -0.870
C11 4.512 -0.057 -1.555
C12 5.762 -0.204 -1.028
C13 5.987 -0.932 0.154
C14 4.968 -1.530 0.844
C15 3.675 -1.388 0.315
N3 2.606 -1.957 0.948
C16 1.288 -1.887 0.547
O1 0.428 -2.428 1.229
O2 7.317 -0.919 0.446
C17 7.938 -0.172 -0.580
O3 6.959 0.275 -1.489
C18 -1.124 1.273 -1.159
S1 -0.232 1.604 -2.527
N4 -1.976 2.199 -0.658
C19 -1.894 3.602 -0.983
C20 -1.294 4.429 0.157
C21 0.095 3.927 0.560
N5 0.030 2.699 1.344
C22 1.236 1.907 1.204
C23 -0.246 2.962 2.741
H1 -5.956 -1.145 0.017
H2 -6.534 -1.954 -1.441
H3 -5.920 -2.908 -0.092
H4 -4.239 -2.776 -1.929
H5 -4.305 -1.019 -1.888
H6 -2.222 -2.929 1.096
H7 -3.968 -3.215 1.178
H8 -2.166 -4.176 -1.102
H9 -3.841 -4.665 -0.814
H10 -2.577 -5.145 0.314
H11 -3.700 -0.769 1.429
H12 -3.716 0.125 -0.108
H13 -1.200 -1.065 1.147
H14 -1.699 0.611 1.360
H15 -0.345 -0.859 -2.267
H16 -0.912 -1.945 -0.966
H17 1.913 -0.030 -2.254
H18 4.337 0.501 -2.459
H19 5.148 -2.085 1.749
H20 2.774 -2.481 1.799
H21 8.670 -0.807 -1.104
H22 8.458 0.693 -0.139
H23 -2.367 2.014 0.253
H24 -1.279 3.693 -1.882
H25 -2.902 3.967 -1.211
H26 -1.214 5.465 -0.177
H27 -1.965 4.406 1.018
H28 0.658 3.719 -0.352
H29 0.628 4.720 1.112
H30 1.404 1.687 0.152
H31 2.127 2.414 1.605
H32 1.106 0.965 1.736
H33 -0.359 2.015 3.268
H34 0.557 3.537 3.229
H35 -1.174 3.524 2.838